No. 1
Computed, not measured: C4H5NO2 in the gas phase, with wB97M-V/def2-TZVPD.

The calculation puts the HOMO energy (alpha / beta) at -7.5 / -7.5 eV. Its net charge is 0. The calculation puts the calculated total energy at -9809.4541 eV. The gap between HOMO and LUMO (alpha / beta) is 8.2307 / 8.2320 eV. The energy above the lowest of the compared OMol25 structures with the same formula, charge and spin is 4.861 eV.

Cartesian coordinates (Å):
O 1.022 2.016 -0.816
O 1.527 -0.247 -1.010
N -0.085 -0.360 0.539
C 1.021 -0.806 0.096
C -1.175 0.356 0.035
C -1.340 -0.648 1.146
C 1.005 1.002 -1.430
H 0.821 0.899 -2.486
H -1.219 1.410 0.302
H 1.558 -1.649 0.510
H -1.397 -0.339 2.178
H -1.738 -1.635 0.936

---

No. 2
Computed, not measured: C4H5NO2 in the gas phase, with wB97M-V/def2-TZVPD.

The calculation puts the HOMO energy (alpha / beta) at -10.0 / -7.4 eV. Its net charge is 0. The calculation puts the calculated total energy at -9808.8709 eV. The gap between HOMO and LUMO (alpha / beta) is 10.5503 / 5.9755 eV. The energy above the lowest of the compared OMol25 structures with the same formula, charge and spin is 5.444 eV.

Cartesian coordinates (Å):
O -0.378 -0.526 -1.751
O -2.851 0.221 0.577
N -1.513 -0.285 -1.168
C -1.749 0.046 0.091
C 0.733 0.081 0.649
C 2.082 0.039 0.196
C -0.480 0.156 0.997
H 2.671 -0.628 0.828
H 2.111 -0.344 -0.827
H -0.838 0.317 1.999
H 2.517 1.041 0.199
H -2.305 -0.116 -1.792

---

No. 3
Computed, not measured: C4H5NO2 in the gas phase, with wB97M-V/def2-TZVPD.

The calculation puts the HOMO energy at -8.9 eV. Its net charge is 0. The SMILES is NC#C[C@H](O)C=O. The calculation puts the calculated total energy at -9810.5968 eV. The gap between HOMO and LUMO is 9.5987 eV. The energy above the lowest of the compared OMol25 structures with the same formula, charge and spin is 3.718 eV.

Cartesian coordinates (Å):
O -0.141 2.106 -0.023
O 2.401 -0.273 0.338
N -2.401 -0.841 -0.182
C -0.038 -0.740 0.584
C -1.266 -0.650 0.465
C 0.921 1.542 0.036
C 1.068 0.011 0.009
H -2.344 -0.979 -1.182
H 2.431 -1.196 0.612
H 0.797 -0.439 -0.979
H 1.876 2.106 0.114
H -3.305 -0.647 0.208

---

No. 4
Computed, not measured: a molecular structure, C4H5NO2, with wB97M-V/def2-TZVPD.

The calculation puts the HOMO energy at -9.2 eV. Its net charge is 0. The calculation puts the calculated total energy at -9811.7019 eV. The gap between HOMO and LUMO is 9.8590 eV. The energy above the lowest of the compared OMol25 structures with the same formula, charge and spin is 2.613 eV.

Cartesian coordinates (Å):
O 1.589 -0.453 1.101
O -1.791 0.181 -0.136
N -0.726 -0.804 1.584
C -1.843 -0.480 0.995
C 0.271 -0.281 0.818
C 0.753 0.517 -1.587
C -0.011 0.448 -0.274
H -2.784 -0.770 1.498
H -0.032 0.605 -2.327
H 1.804 0.086 1.873
H 1.324 -0.409 -1.785
H 1.445 1.361 -1.761

---

No. 5
Computed, not measured: a molecular structure, C4H5NO2, with wB97M-V/def2-TZVPD.

The calculation puts the HOMO energy (alpha / beta) at -10.4 / -9.1 eV. Its net charge is 0. The calculation puts the calculated total energy at -9805.3152 eV. The gap between HOMO and LUMO (alpha / beta) is 8.7320 / 8.1613 eV. The energy above the lowest of the compared OMol25 structures with the same formula, charge and spin is 9.000 eV.

Cartesian coordinates (Å):
O -2.262 0.876 -0.798
O -1.149 -0.365 -2.154
N -1.265 0.252 -1.107
C -0.213 0.520 1.180
C 0.927 -0.784 0.008
C -0.257 0.191 -0.195
C 0.733 -0.389 1.426
H 1.789 -0.515 -0.608
H 0.755 -1.787 -0.113
H -0.798 1.213 1.845
H 0.585 1.453 -1.848
H 1.153 -0.665 2.364

---

No. 6
Computed, not measured: C4H5NO2 in the gas phase, with wB97M-V/def2-TZVPD.

The calculation puts the HOMO energy (alpha / beta) at -7.0 / -7.0 eV. Its net charge is 0. The calculation puts the calculated total energy at -9811.4831 eV. The gap between HOMO and LUMO (alpha / beta) is 7.5960 / 7.5914 eV. The energy above the lowest of the compared OMol25 structures with the same formula, charge and spin is 2.832 eV.

Cartesian coordinates (Å):
O 1.113 1.545 0.198
O -0.741 2.832 0.267
N 0.235 -0.525 -0.138
C -0.884 0.398 0.084
C 1.348 0.187 -0.043
C -0.218 1.759 0.186
C -0.012 -1.830 -0.273
H -1.014 -2.120 -0.548
H 0.807 -2.529 -0.217
H -1.640 0.343 -0.699
H 2.337 -0.196 0.136
H -1.330 0.135 1.046

---

No. 7
Computed, not measured: C4H5NO2 in the gas phase, with wB97M-V/def2-TZVPD.

The calculation puts the HOMO energy at -9.4 eV. Its net charge is 0. The SMILES is O=C[C@H]1CN=CO1. The calculation puts the calculated total energy at -9812.0686 eV. The gap between HOMO and LUMO is 10.1691 eV. The energy above the lowest of the compared OMol25 structures with the same formula, charge and spin is 2.246 eV.

Cartesian coordinates (Å):
O 0.656 -0.640 -1.099
O -0.961 -1.540 0.547
N 1.049 0.059 1.034
C 1.176 -0.850 0.162
C 0.293 1.102 0.322
C -1.353 -0.510 0.055
C -0.376 0.287 -0.802
H -0.394 1.717 0.920
H -0.750 0.787 -1.705
H 1.676 -1.795 0.291
H -2.282 -0.046 0.411
H 1.158 1.651 -0.024

---

No. 8
Computed, not measured: C4H5NO2 in the gas phase, with wB97M-V/def2-TZVPD.

The calculation puts the HOMO energy at -10.0 eV. Its net charge is 0. The SMILES is O=C[C@H]1CN1C=O. The calculation puts the calculated total energy at -9812.0945 eV. The gap between HOMO and LUMO is 10.3974 eV. The energy above the lowest of the compared OMol25 structures with the same formula, charge and spin is 2.220 eV.

Cartesian coordinates (Å):
O -1.159 -1.323 -0.988
O 2.525 -0.700 -0.401
N -0.648 -0.040 0.909
C -0.587 1.207 0.141
C -1.194 -1.148 0.204
C 1.437 -0.233 -0.641
C 0.661 0.478 0.440
H -1.702 -1.854 0.877
H 1.298 0.796 1.263
H 0.990 -0.278 -1.651
H -0.863 2.079 0.729
H -0.966 1.165 -0.882